Molecular formula: C21H23F5N5O6SZr
Method: DFT, wB97M-V/def2-TZVPD

Calculated values
F_max ... 0.0113 hartree/bohr
E ... -2483.79725 Ha
Charge ... +1
HOMO-LUMO gap ... 0.3249 Ha
LUMO level ... -2.930 eV

Geometry as XYZ:
```
62
Properties=species:S:1:pos:R:3:forces:R:3:nbo_charge:R:1
Zr 1.0184 -0.1264 -0.7664 0.26 -0.21 -0.47 2.352
N -0.6195 -1.8072 -0.9031 0.02 0.09 -0.01 -0.875
C -1.8629 -1.2444 -1.4957 0.06 0.07 0.08 -0.166
C -3.1557 -1.9471 -1.0639 0.01 0.01 0.00 -0.425
C -3.2697 -2.5044 0.3637 -0.02 0.03 0.00 -0.430
C -3.1247 -1.5223 1.5362 0.00 -0.01 0.00 -0.239
N -3.7464 -0.2224 1.2948 -0.07 0.01 0.01 -0.565
C -5.0432 -0.0177 1.0990 0.08 -0.04 0.04 0.681
N -5.4210 1.0071 0.3405 0.03 -0.01 -0.06 -0.767
N -5.9484 -0.8263 1.6605 -0.02 0.01 0.01 -0.775
C -1.8583 0.2979 -1.3308 -0.04 0.01 0.07 0.825
O -2.8839 0.9182 -1.0983 0.01 0.00 -0.08 -0.688
O -0.7001 0.8404 -1.5185 0.19 -0.08 0.29 -0.800
H -0.3094 -2.6128 -1.4412 0.02 0.00 0.00 0.427
H -0.7795 -2.1174 0.0503 -0.01 -0.03 0.01 0.402
H -1.7498 -1.3635 -2.5771 -0.04 -0.02 -0.01 0.250
H -3.3279 -2.7883 -1.7373 0.02 -0.01 0.01 0.235
H -3.9687 -1.2440 -1.2517 0.00 0.00 -0.02 0.234
H -2.5545 -3.3163 0.5236 0.00 0.00 0.01 0.220
H -4.2510 -2.9800 0.4217 0.00 -0.01 0.00 0.228
H -2.0847 -1.2969 1.7607 0.01 0.00 -0.02 0.241
H -3.5246 -1.9706 2.4469 0.00 0.00 0.01 0.211
H -3.1547 0.4550 0.8304 0.02 0.00 0.00 0.444
H -4.7452 1.3879 -0.3134 -0.02 0.01 0.03 0.458
H -6.3815 1.2959 0.2856 0.00 0.01 0.00 0.417
H -5.6862 -1.4175 2.4303 0.00 0.00 -0.01 0.423
H -6.9299 -0.6942 1.4897 0.00 0.00 0.00 0.421
C 4.6084 4.3517 2.7644 0.00 0.01 0.01 -0.640
C 3.5798 3.2682 2.6310 0.00 -0.01 0.01 0.048
C 2.7149 3.2289 1.5404 0.00 -0.02 -0.01 -0.185
C 1.7907 2.2082 1.3980 0.04 0.12 0.01 -0.206
C 1.7282 1.2082 2.3641 -0.02 -0.05 0.07 -0.323
C 2.5613 1.2445 3.4765 -0.01 -0.02 0.01 -0.184
C 3.4757 2.2724 3.6023 0.00 0.02 -0.01 -0.192
S 0.7673 -0.2313 2.0814 0.10 0.06 -0.09 2.302
O -0.2848 0.1796 1.0864 -0.06 0.10 0.02 -1.027
O 0.3107 -0.7796 3.3154 -0.05 -0.06 -0.03 -0.894
N 1.5991 -1.1837 1.1186 -0.05 0.14 -0.27 -1.038
C 3.0433 -1.3408 1.3099 -0.03 -0.02 0.03 -0.357
C 3.7703 -0.2819 0.4743 0.06 0.05 0.00 0.787
O 4.8687 0.1198 0.7191 -0.02 -0.03 -0.01 -0.542
O 3.0253 0.1233 -0.5643 -0.32 0.05 0.02 -0.857
H 4.5171 5.0888 1.9694 0.00 0.00 0.00 0.225
H 5.6113 3.9250 2.7192 0.00 0.00 0.00 0.242
H 4.5116 4.8629 3.7227 0.00 0.00 0.00 0.234
H 2.7644 4.0068 0.7898 0.00 0.00 0.00 0.230
H 1.1036 2.2648 0.5540 -0.07 -0.10 0.12 0.215
H 2.4904 0.4704 4.2296 -0.01 0.00 0.00 0.243
H 4.1309 2.2968 4.4638 0.00 0.01 0.00 0.231
H 3.3331 -2.3224 0.9317 0.03 0.00 0.02 0.245
H 3.3623 -1.2888 2.3501 -0.03 0.03 0.00 0.236
F 0.7786 -3.1416 -3.2582 -0.01 -0.01 -0.02 -0.336
C 1.1557 -1.9381 -3.7608 0.05 0.03 0.07 0.381
C 1.3358 -0.8728 -2.9120 -0.12 0.01 0.22 -0.619
C 1.6612 0.3176 -3.5141 0.03 -0.10 0.00 0.362
F 1.7701 1.3968 -2.6539 -0.03 -0.04 0.00 -0.318
C 1.8408 0.5049 -4.8661 0.02 0.02 0.01 0.263
F 2.1510 1.6835 -5.3907 0.00 0.00 0.00 -0.273
C 1.6744 -0.6082 -5.6794 -0.01 -0.01 -0.01 0.302
F 1.8367 -0.4971 -6.9898 0.00 0.00 -0.01 -0.270
C 1.3249 -1.8355 -5.1305 0.00 -0.01 -0.01 0.255
F 1.1504 -2.8841 -5.9288 0.00 -0.01 0.00 -0.278
```
Positions in Å, forces in eV/Å.